ORCA calculation (wB97M-V/def2-TZVPD) on C27H37CeN3O2PS6 as an isolated structure.

Geometry (Å):
Ce: -1.05 -0.84 0.09
S: 0.19 0.02 -2.53
C: 0.58 -1.40 -3.44
C: 1.72 -1.43 -4.28
C: 1.98 -2.56 -5.07
C: 1.11 -3.66 -5.09
C: -0.03 -3.67 -4.24
C: -0.27 -2.57 -3.44
S: -1.62 -2.64 -2.32
C: -2.96 -1.67 -3.09
C: -2.90 -0.17 -2.91
C: -2.78 0.66 -4.04
C: -2.69 2.04 -3.91
C: -2.88 2.58 -2.65
C: -3.10 1.71 -1.58
C: -3.23 2.32 -0.21
S: -1.59 2.33 0.52
C: -1.91 2.34 2.24
C: -1.25 3.29 3.02
C: -1.04 3.09 4.39
C: -1.66 1.99 5.04
C: -2.43 1.10 4.31
C: -2.50 1.19 2.87
S: -3.18 -0.08 1.99
N: -3.05 0.36 -1.68
H: 2.37 -0.57 -4.27
H: 2.86 -2.57 -5.72
H: 1.31 -4.51 -5.74
H: -0.73 -4.49 -4.19
H: -3.89 -2.05 -2.64
H: -2.96 -1.87 -4.17
H: -2.67 0.22 -5.04
H: -2.50 2.65 -4.77
H: -2.83 3.66 -2.48
H: -3.94 1.73 0.41
H: -3.50 3.40 -0.29
H: -0.84 4.18 2.55
H: -0.47 3.85 4.95
H: -1.55 1.88 6.13
H: -2.94 0.26 4.82
N: -3.09 -2.76 0.48
C: -2.65 -3.84 1.37
C: -1.18 -4.24 1.19
N: -0.32 -3.07 0.99
H: -3.89 -2.26 0.92
H: -3.39 -3.19 -0.39
H: -3.22 -4.78 1.24
H: -2.81 -3.58 2.44
H: -1.12 -4.92 0.35
H: -0.90 -4.81 2.11
H: 0.54 -3.29 0.47
H: 0.02 -2.68 1.87
C: 3.68 1.00 -1.36
C: 3.23 1.99 -0.33
C: 2.14 2.89 -0.86
O: 2.61 1.31 0.86
P: 2.33 -0.17 1.40
S: 2.52 -1.60 0.10
S: 0.48 -0.14 2.32
O: 3.38 -0.33 2.63
C: 3.86 0.69 3.68
C: 2.75 1.64 4.06
C: 5.08 1.36 3.06
H: 4.25 1.60 -2.08
H: 2.84 0.54 -1.88
H: 4.34 0.20 -0.98
H: 4.05 2.55 0.12
H: 1.47 2.36 -1.57
H: 2.62 3.72 -1.41
H: 1.54 3.33 -0.04
H: 4.12 0.04 4.52
H: 2.36 2.17 3.18
H: 3.15 2.39 4.77
H: 1.88 1.13 4.52
H: 4.75 1.82 2.13
H: 5.91 0.66 2.87
H: 5.45 2.15 3.73

For the HOMO-LUMO gap (spin up / spin down), the calculation gives 7.183 / 7.193 eV. For the HOMO energy (spin up / spin down), the calculation gives -7.08 / -7.09 eV. The expectation value of S² is 0.7508. As for the spin multiplicity: 2. The value obtained for the LUMO energy (spin up / spin down) is 0.10 / 0.11 eV.

The computed Löwdin charges, all in e, follow: 0.22, 0.62, -0.66, -0.10, -0.09, -0.09, -0.11, -0.54, 0.90, -0.34, -0.37, -0.04, -0.05, -0.02, -0.34, -0.41, 0.92, -0.57, -0.12, -0.10, -0.09, -0.11, -0.74, 0.61, 0.09, 0.09, 0.11, 0.09, 0.09, 0.09, 0.10, 0.12, 0.11, 0.12, 0.06, 0.09, 0.10, 0.10, 0.10, 0.10, -0.08, -0.25, -0.23, -0.12, 0.05, 0.06, 0.12, 0.12, 0.11, 0.13, 0.04, 0.04, -0.11, -0.39, -0.05, -0.34, -0.05, 0.37, 0.38, -0.34, -0.36, -0.09, -0.04, 0.09, 0.02, 0.06, 0.13, 0.05, 0.09, 0.08, 0.13, 0.07, 0.09, 0.06, 0.06, 0.09, 0.08

---

ORCA calculation (wB97M-V/def2-TZVPD) on C27H38AsN2ORuS4Si2 as an isolated structure.

Geometry (Å):
Ru: 0.42 -0.25 0.08
S: -0.18 -2.01 1.58
C: 0.52 -1.28 3.03
C: -0.11 -1.32 4.27
C: 0.49 -0.77 5.39
C: 1.74 -0.18 5.32
C: 2.40 -0.15 4.09
C: 1.78 -0.67 2.97
S: 2.54 -0.69 1.36
C: 3.24 0.98 1.21
C: 3.12 1.36 -0.23
C: 4.18 1.39 -1.13
C: 3.90 1.77 -2.44
C: 2.62 2.14 -2.80
C: 1.62 2.06 -1.83
C: 0.19 2.46 -2.07
S: -0.98 1.16 -1.57
C: -2.04 2.07 -0.48
C: -3.13 2.74 -1.02
C: -3.97 3.49 -0.22
C: -3.69 3.56 1.15
C: -2.62 2.87 1.68
C: -1.77 2.10 0.88
S: -0.49 1.19 1.68
N: 1.88 1.63 -0.61
H: -1.09 -1.76 4.33
H: -0.03 -0.80 6.34
H: 2.21 0.24 6.19
H: 3.39 0.29 4.01
H: 4.27 1.04 1.55
H: 2.60 1.63 1.82
H: 5.18 1.13 -0.81
H: 4.70 1.79 -3.18
H: 2.38 2.48 -3.80
H: 0.03 2.74 -3.11
H: -0.03 3.32 -1.44
H: -3.32 2.67 -2.09
H: -4.81 4.01 -0.64
H: -4.33 4.14 1.80
H: -2.43 2.90 2.75
C: -4.18 -2.50 -0.94
C: -3.03 -1.67 -0.43
N: -3.27 -0.94 0.68
O: -1.96 -1.64 -1.02
H: -4.78 -2.93 -0.14
H: -3.79 -3.29 -1.57
H: -4.84 -1.87 -1.55
H: -4.12 -1.07 1.19
H: -2.49 -0.50 1.15
C: 4.25 -3.01 -2.80
Si: 2.93 -3.46 -1.54
C: 3.71 -3.57 0.15
C: 2.20 -5.13 -1.90
As: 1.25 -1.80 -1.62
Si: 0.50 -1.86 -3.86
C: 1.49 -0.57 -4.80
C: 0.80 -3.51 -4.69
C: -1.31 -1.46 -4.05
H: 5.16 -3.57 -2.60
H: 4.48 -1.95 -2.76
H: 3.93 -3.24 -3.82
H: 4.22 -4.54 0.21
H: 2.95 -3.54 0.93
H: 4.43 -2.78 0.34
H: 3.02 -5.86 -1.90
H: 1.67 -5.21 -2.85
H: 1.51 -5.41 -1.10
H: 2.55 -0.61 -4.56
H: 1.13 0.43 -4.57
H: 1.37 -0.74 -5.88
H: 1.84 -3.82 -4.69
H: 0.47 -3.40 -5.73
H: 0.21 -4.31 -4.23
H: -1.68 -0.81 -3.27
H: -1.90 -2.37 -4.01
H: -1.46 -0.98 -5.02

For the HOMO-LUMO gap (spin up / spin down), the calculation gives 6.491 / 5.995 eV. For the HOMO energy (spin up / spin down), the calculation gives -6.56 / -6.59 eV. The expectation value of S² is 0.7987. As for the spin multiplicity: 2. The value obtained for the LUMO energy (spin up / spin down) is -0.07 / -0.59 eV.

The computed Löwdin charges, all in e, follow: 0.20, 0.52, -0.75, -0.12, -0.08, -0.09, -0.10, -0.56, 0.90, -0.35, -0.37, -0.01, -0.04, -0.03, -0.35, -0.32, 0.92, -0.55, -0.11, -0.10, -0.09, -0.13, -0.67, 0.64, 0.05, 0.10, 0.10, 0.10, 0.11, 0.09, 0.08, 0.12, 0.11, 0.11, 0.08, 0.10, 0.10, 0.10, 0.10, 0.10, 0.00, -0.60, 0.18, -0.13, 0.08, 0.08, 0.09, 0.10, 0.03, -0.23, 0.22, -0.25, -0.22, 0.80, 0.24, -0.23, -0.23, -0.23, 0.03, 0.01, 0.02, 0.03, 0.01, 0.01, 0.04, 0.00, 0.04, 0.02, 0.01, 0.03, 0.01, 0.04, 0.03, -0.04, 0.03, 0.04